1.
Computed, not measured: C3H10N4 in the gas phase in a non-equilibrium geometry, with ωB97M-V/def2-TZVPD.

```
17
Properties=species:S:1:pos:R:3:forces:R:3:mulliken_charge:R:1
C 1.76637 -0.38527 1.19809 -0.3 0.0 0.1 -1.257
C 0.23546 -0.39909 1.20646 0.3 0.0 0.2 0.200
N -0.22450 -1.73686 0.85865 -0.2 0.0 -0.2 -0.670
N -0.26475 0.74372 0.47063 0.5 0.4 -0.1 -0.489
C -0.53211 0.79129 -0.76163 -2.1 -0.1 0.3 0.415
N -1.24553 1.92254 -1.28396 0.4 1.5 0.7 -0.624
N -0.68953 -0.13648 -1.77174 -0.3 2.0 -1.2 -0.462
H 2.12699 0.57987 1.54487 0.0 0.0 0.0 0.354
H 2.14202 -1.16997 1.85063 0.1 0.0 0.0 0.360
H 2.13669 -0.55027 0.18660 0.0 0.0 -0.1 0.297
H -0.10095 -0.23194 2.23823 0.1 -0.1 -0.2 0.302
H 0.15748 -2.04651 -0.02718 0.1 -0.1 0.1 0.264
H -1.23621 -1.77786 0.81726 0.0 0.0 0.0 0.275
H -1.44305 2.61480 -0.57030 0.2 -0.2 0.1 0.246
H -0.78389 2.39927 -2.04880 0.2 -0.1 0.0 0.234
H -0.67020 -1.11292 -1.52120 -0.5 0.2 -0.6 0.199
H -1.37429 0.49568 -2.38659 1.4 -3.6 1.0 0.356
```
Forces are in eV/Å.

Calculated values
- SMILES string: C[C@H](N)N=C(N)N
- HOMO-LUMO gap: 0.3597 Ha
- Energy above the lowest of the compared OMol25 structures with the same formula, charge and spin: 0.722 eV

2.
Computed, not measured: C3H10N4 in the gas phase in a non-equilibrium geometry, with ωB97M-V/def2-TZVPD.

```
17
Properties=species:S:1:pos:R:3:forces:R:3:mulliken_charge:R:1
C 1.58100 -1.50847 -1.04193 4.4 0.9 0.2 -0.762
N 1.16351 -0.47272 0.01936 1.2 -4.8 0.0 0.064
C 1.66698 -1.05301 1.34005 -5.2 -0.1 0.8 -0.876
N -0.35787 -0.37600 -0.01374 2.6 4.9 0.5 -0.717
C -0.34423 0.99257 0.03696 0.9 -1.5 0.1 0.099
N -1.38521 1.73792 -0.34331 -1.5 -3.0 0.5 -0.111
N -2.66813 1.01614 -0.11273 2.6 -1.8 -2.5 -0.643
H 1.26579 -1.10750 -2.08048 -0.1 -1.5 1.8 0.318
H 2.85079 -1.19900 -1.09508 -3.5 -1.2 0.1 0.236
H 1.65854 -2.79288 -0.73424 -1.0 4.0 -1.1 0.232
H 1.21280 -0.34311 2.12132 1.0 -1.3 -0.8 0.228
H 1.32079 -2.14874 1.55950 -0.6 1.8 -0.5 0.298
H 2.65294 -1.27904 1.51485 2.9 0.9 -0.5 0.398
H 0.52358 1.64715 0.40949 -0.9 -1.4 -1.0 0.271
H -1.44747 2.63348 -0.04490 0.0 3.2 1.2 0.264
H -2.45846 0.42304 -0.96698 -2.0 0.5 0.3 0.314
H -2.26792 0.24275 0.45900 -1.0 0.5 0.9 0.386
```
Forces are in eV/Å.

Calculated values
- SMILES string: CN(C)/N=C/NN
- HOMO-LUMO gap: 0.3502 Ha
- Energy above the lowest of the compared OMol25 structures with the same formula, charge and spin: 6.061 eV

3.
Computed, not measured: 2 unconnected molecules or ions with the total composition C3H10N4O, with ωB97M-V/def2-TZVPD.

```
18
Properties=species:S:1:pos:R:3:forces:R:3:mulliken_charge:R:1
C -0.45172 -2.13271 0.14848 0.0 0.2 0.3 -0.921
N 0.55604 -1.75551 -0.82887 -0.2 0.0 0.0 -0.495
C 0.12412 -1.21028 -1.89081 0.3 0.0 0.1 0.078
N -1.18103 -0.95684 -2.22336 -0.1 0.1 -0.1 -0.409
H 0.00922 -2.69661 0.95676 0.0 0.0 -0.1 0.269
H -1.26619 -2.74028 -0.26231 0.1 0.0 -0.1 0.380
H -0.90036 -1.24053 0.61133 0.0 -0.1 -0.1 0.300
H 0.85675 -0.92151 -2.64192 -0.1 0.0 -0.1 0.374
H -1.88933 -0.95168 -1.51143 0.0 -0.1 0.0 0.206
H -1.37639 -0.41936 -3.04744 0.0 0.0 0.0 0.226
N 1.86411 1.81381 1.52518 0.0 -0.1 0.1 -0.440
C 0.55470 2.22278 1.67756 0.2 -0.2 -0.2 0.475
N -0.32488 1.59779 0.80194 -0.1 0.2 0.2 -0.374
O 0.20176 3.04209 2.49555 -0.1 0.0 0.1 -0.597
H 2.44323 2.03116 2.31964 0.0 0.1 0.0 0.259
H 2.01288 0.88970 1.14765 0.0 0.0 0.0 0.233
H 0.00672 1.41037 -0.13098 0.0 -0.1 0.0 0.214
H -1.23963 2.01763 0.85302 0.0 0.0 -0.2 0.220
```
Forces are in eV/Å.

Calculated values
- SMILES string: C/N=C\N.NC(N)=O
- HOMO-LUMO gap: 0.3681 Ha
- Energy above the lowest of the compared OMol25 structures with the same formula, charge and spin: 0.413 eV